(1)
Here is a molecular structure, C29H47AlBr2N2O17P at a distorted geometry from the OMol25 dataset. Energies are from ωB97M-V/def2-TZVPD.

Geometry as XYZ:
```
99
C29H47AlBr2N2O17P (ωB97M-V/def2-TZVPD)
N -6.2408 3.2086 2.5738
C -5.7828 1.8585 2.2174
C -6.6104 1.2089 1.1601
O -7.8297 0.6917 1.7650
C -5.8327 0.0315 0.5701
Al -4.6045 0.5564 -0.9601
C -4.9135 2.4811 -1.5191
C -3.7249 3.2609 -1.8865
O -2.6617 3.1540 -1.5167
Br -4.0567 4.7575 -3.2025
O -4.9101 -0.6462 -2.3480
N -5.9993 -0.3699 -3.0893
O -7.0438 -0.6331 -2.5727
P -2.3775 0.1232 -0.2062
O -2.5547 -0.0636 1.4414
Br -1.8871 -1.9621 -1.0047
H -6.3332 3.7684 1.7367
H -5.5253 3.6245 3.1522
H -4.7635 1.9004 1.8319
H -5.7690 1.2027 3.0750
H -6.9364 1.9022 0.3904
H -8.3114 0.3121 1.0265
H -6.5130 -0.7532 0.2627
H -5.2337 -0.3776 1.3774
H -5.4268 3.0395 -0.7466
H -5.5874 2.4782 -2.3641
H -1.8180 0.3816 1.8655
O -8.0962 3.9852 0.0645
C -8.7396 3.5406 -0.8374
O -8.2013 3.2363 -2.0445
C -9.2280 2.8110 -2.9539
C -10.3742 2.3434 -2.0688
C -10.2284 3.2546 -0.8508
H -9.5068 3.6614 -3.5812
H -8.8356 2.0191 -3.5876
H -11.3456 2.4034 -2.5571
H -10.2101 1.3064 -1.7723
H -10.7635 4.1975 -0.9738
H -10.5329 2.7693 0.0720
O 3.3653 -2.8881 -0.0224
C 2.6503 -3.8145 -0.2650
O 2.7537 -5.0072 0.3802
C 1.8417 -5.9574 -0.1954
C 0.7720 -5.1220 -0.8826
C 1.5601 -3.8895 -1.3152
H 2.3962 -6.5834 -0.8997
H 1.4403 -6.5881 0.5948
H 0.2795 -5.6451 -1.7002
H 0.0066 -4.8301 -0.1623
H 2.0265 -4.0233 -2.2928
H 0.9467 -2.9931 -1.3089
O -0.3294 4.3646 -8.4745
C -0.2591 4.3877 -7.2800
O 0.4740 5.3077 -6.6053
C 0.4498 5.0180 -5.1936
C -0.7994 4.1796 -4.9788
C -0.9058 3.4257 -6.3012
H 1.3642 4.4777 -4.9376
H 0.4279 5.9528 -4.6385
H -0.7402 3.5361 -4.1032
H -1.6659 4.8284 -4.8568
H -0.3309 2.4983 -6.2931
H -1.9352 3.2241 -6.5828
O 8.0650 0.8009 2.9509
C 7.3254 -0.0999 2.6715
O 7.3906 -1.3094 3.2912
C 6.4485 -2.2217 2.6772
C 5.4145 -1.3370 2.0031
C 6.2391 -0.1117 1.6159
H 6.9859 -2.8427 1.9719
H 6.0088 -2.8569 3.4458
H 4.9139 -1.8192 1.1692
H 4.6534 -1.0463 2.7314
H 6.7047 -0.2278 0.6410
H 5.6609 0.8081 1.6497
O 7.1053 -2.3562 -0.2162
C 7.6290 -3.3564 -0.6090
O 6.9941 -4.2677 -1.3835
C 7.8406 -5.4084 -1.6002
C 9.2579 -4.9052 -1.3655
C 9.0382 -3.8287 -0.3057
H 7.5540 -6.1895 -0.8926
H 7.6874 -5.7773 -2.6116
H 9.9484 -5.6915 -1.0659
H 9.6442 -4.4484 -2.2779
H 9.0581 -4.2381 0.7060
H 9.7446 -3.0082 -0.3895
O 2.5754 0.0772 7.0642
C 3.7518 0.0094 6.8675
O 4.2918 -0.6631 5.8213
C 5.7303 -0.6542 5.9127
C 6.0650 0.5425 6.7900
C 4.8582 0.5995 7.7236
H 6.0548 -1.5984 6.3575
H 6.1576 -0.5693 4.9211
H 7.0204 0.4442 7.3018
H 6.1024 1.4467 6.1808
H 4.9903 -0.0316 8.6038
H 4.6103 1.6132 8.0248
```

## Properties
HOMO-LUMO gap: 6.42 eV
largest force on an atom: 5.28 eV Å⁻¹
molecular weight: 913.456 g/mol
spin multiplicity: 1
total charge: -1
energy: -8253.81794 hartree

***

(2)
Here is a molecular structure, C29H47AlClFLiN3NaO14S2 at a distorted geometry from the OMol25 dataset. Energies are from ωB97M-V/def2-TZVPD.

Geometry as XYZ:
```
100
C29H47AlClFLiN3NaO14S2 (ωB97M-V/def2-TZVPD)
C 0.4046 -3.8838 0.7153
C -0.1605 -3.2561 -0.5725
C 0.2227 -1.7688 -0.6997
N -0.4285 -1.2651 -1.9635
C 0.4152 -0.4511 -2.7503
C 0.2049 0.9395 -2.8739
C -0.9461 1.5942 -2.1447
O -0.5049 2.1602 -0.8836
C -0.0934 3.4616 -0.9715
C 1.2946 3.7672 -0.3149
O 2.1506 2.6803 -0.3418
C 3.2780 2.8155 -1.1896
C 4.5889 3.2395 -0.4713
C 1.0270 1.7312 -3.6475
C 2.1386 1.2270 -4.3358
C 3.0940 2.0860 -5.1461
S 2.4974 3.7484 -5.4035
O 2.3638 4.4211 -4.1240
O 1.3154 3.7233 -6.2049
C 2.3562 -0.1219 -4.2147
C 1.4993 -0.9480 -3.4358
C 2.0648 -2.3241 -3.5199
O 1.5659 -3.4024 -3.5478
N 3.5212 -2.0458 -3.6154
O 3.6495 -1.1595 -2.4743
C 3.9756 -1.9094 -1.3635
C 4.0336 -0.9628 -0.1809
C 3.4451 -1.0266 -4.7380
O 4.0684 -1.0355 -5.7292
H 0.7288 -4.9021 0.4827
H 1.2670 -3.3472 1.1193
H -0.3805 -3.9932 1.4608
H 0.1980 -3.7771 -1.4637
H -1.2514 -3.3158 -0.5283
H 1.2880 -1.6110 -0.6895
H -0.2585 -1.2620 0.1341
H -0.6960 -2.1077 -2.4599
H -1.4083 2.3668 -2.7600
H -1.6373 0.7937 -1.8954
H -0.8683 4.0766 -0.4023
H -0.0994 3.8627 -2.0021
H 1.1102 4.0747 0.7273
H 1.7110 4.6692 -0.8163
H 3.0684 3.5146 -2.0020
H 3.4428 1.8425 -1.6592
H 4.4444 3.7898 0.4566
H 5.1471 3.8664 -1.1666
H 5.2213 2.3497 -0.3540
H 0.7923 2.7817 -3.7107
H 4.0561 2.1892 -4.6335
H 3.2885 1.5946 -6.1009
H 3.4795 4.3665 -6.1133
H 4.9455 -2.4349 -1.4407
H 3.1576 -2.6212 -1.1140
H 4.9682 -0.3831 -0.1827
H 3.1545 -0.2644 -0.1815
H 3.9964 -1.5083 0.7643
O 1.2055 5.7854 2.9426
H 2.1097 6.1586 3.0350
H 0.5697 6.4695 2.6496
H 0.9067 5.3674 3.7845
O -3.2549 -3.8760 -0.4002
H -3.8340 -4.5911 -0.7094
Na 5.5760 1.1812 0.6181
F 1.6661 0.1905 -0.4667
Li -0.4869 5.9488 -1.1567
C -4.4102 -1.9525 1.5781
C -3.1289 -2.1503 2.3322
O -3.3331 -1.4808 3.5768
S -4.9335 -1.6059 3.9916
O -5.0693 -2.6835 4.8921
O -5.4293 -0.3165 4.2685
O -5.4476 -2.0727 2.5468
H -4.4667 -0.9493 1.1299
H -4.5340 -2.7198 0.7752
H -2.2648 -1.7349 1.8228
H -2.9569 -3.2124 2.5360
C -10.3206 -0.8663 1.1121
C -8.9379 -1.4357 1.2975
O -8.1011 -1.3735 0.4228
C -8.6302 -2.0896 2.6209
H -10.4018 -0.4290 0.1197
H -11.0660 -1.6562 1.2121
H -10.5079 -0.0914 1.8568
H -9.2987 -2.9352 2.7880
H -8.7408 -1.3629 3.4280
H -7.6062 -2.4485 2.6065
Cl -3.2909 0.7684 2.6035
N 3.3491 -0.6141 3.5996
C 2.1533 -1.2052 3.6373
C 1.4647 -1.4710 4.8103
C 2.0479 -1.1081 6.0134
C 3.2905 -0.4936 5.9963
C 3.8936 -0.2687 4.7704
H 1.7344 -1.4749 2.6732
H 0.4968 -1.9514 4.7806
H 1.5427 -1.3014 6.9506
H 3.7806 -0.1965 6.9130
H 4.8654 0.2112 4.7139
Al 3.8916 -4.6065 -1.9986
```

## Properties
HOMO-LUMO gap: 2.60 eV
largest force on an atom: 2.89 eV Å⁻¹
molecular weight: 837.200 g/mol
spin multiplicity: 1
total charge: +3
energy: -4117.97306 hartree

***

(3)
Here is a molecular structure, C29H47BN8OSV from the OMol25 dataset. Energies are from ωB97M-V/def2-TZVPD.

Geometry as XYZ:
```
88
C29H47BN8OSV (ωB97M-V/def2-TZVPD)
V 0.2104 -0.2917 -0.3466
C -2.9602 2.5031 2.7890
C -1.6266 2.2343 2.1861
C -0.4024 2.7920 2.5091
C 0.5410 2.2257 1.6549
N -0.0921 1.3370 0.8560
N -1.4214 1.3730 1.1813
B -2.4596 0.5716 0.3969
N -2.2914 -0.9260 0.7467
N -1.0661 -1.5228 0.7241
C -1.2023 -2.7660 1.2289
C -2.5386 -2.9384 1.5965
C -3.1973 -1.7634 1.2814
C -4.6297 -1.4162 1.4923
C -0.0963 -3.7797 1.4404
C -0.7089 -5.1614 1.6972
C 0.8262 -3.9108 0.2232
C 0.6876 -3.3521 2.6944
N -2.2257 0.8683 -1.0929
N -0.9729 0.9138 -1.6448
C -1.1061 1.4401 -2.8825
C -2.4545 1.7328 -3.0969
C -3.1335 1.3535 -1.9599
C -4.5891 1.4689 -1.6687
C -0.0125 1.6703 -3.9073
C 1.2346 2.2771 -3.2580
C 0.3118 0.3518 -4.6271
C -0.5131 2.6554 -4.9722
C 2.0055 2.6123 1.6409
C 2.6895 2.3082 0.3081
C 2.7127 1.8825 2.7928
C 2.1109 4.1283 1.8779
H -2.8547 3.2077 3.6095
H -3.6440 2.9309 2.0554
H -3.4081 1.5887 3.1788
H -0.2304 3.5427 3.2598
H -3.5571 0.9036 0.6956
H -2.9806 -3.8139 2.0385
H -5.1516 -2.2761 1.9043
H -4.7366 -0.5851 2.1892
H -5.1152 -1.1352 0.5580
H -1.3557 -5.4724 0.8752
H 0.0889 -5.8982 1.7961
H -1.2849 -5.1792 2.6221
H 0.3186 -4.4227 -0.5983
H 1.1848 -2.9499 -0.1398
H 1.6998 -4.5104 0.4835
H 0.0419 -3.3850 3.5725
H 1.5227 -4.0345 2.8656
H 1.0621 -2.3339 2.5996
H -2.8889 2.1790 -3.9732
H -5.1113 1.8042 -2.5611
H -5.0138 0.5133 -1.3617
H -4.7736 2.1918 -0.8736
H 1.5837 1.6859 -2.4162
H 2.0441 2.3298 -3.9873
H 1.0319 3.2893 -2.9047
H 0.7036 -0.4144 -3.9590
H -0.5754 -0.0449 -5.1252
H 1.0716 0.5253 -5.3901
H -0.8397 3.5940 -4.5232
H 0.3040 2.8782 -5.6587
H -1.3311 2.2406 -5.5622
H 2.9812 1.2652 0.2175
H 2.0479 2.5833 -0.5280
H 3.6031 2.8972 0.2232
H 2.5917 0.8026 2.7016
H 3.7780 2.1204 2.7884
H 2.3012 2.1845 3.7562
H 1.6275 4.6859 1.0739
H 1.6643 4.4310 2.8229
H 3.1630 4.4129 1.9075
O 1.5066 -0.7300 0.9977
N 2.7618 -1.1051 0.7742
C 3.5412 -1.4602 1.8248
C 4.8322 -1.8411 1.6010
C 5.3319 -1.8556 0.2917
C 4.5200 -1.4929 -0.7563
C 3.2043 -1.1081 -0.4966
S 2.0474 -0.6349 -1.6720
H 3.0583 -1.4146 2.7884
H 5.4508 -2.1263 2.4392
H 6.3546 -2.1539 0.1055
H 4.8716 -1.4953 -1.7782
N -0.5509 -1.7700 -1.8700
H -1.1507 -2.4460 -1.4045
H 0.1458 -2.2982 -2.3858
H -1.1174 -1.2714 -2.5529
```

## Properties
HOMO-LUMO gap (spin up / spin down): 6.43 / 7.39 eV
largest force on an atom: 0.45 eV Å⁻¹
molecular weight: 617.573 g/mol
spin multiplicity: 2
total charge: +2
energy: -3013.22363 hartree